C12H48F2N25O16S2 | the ωB97M-V functional and the def2-TZVPD basis

XYZ file:
```
105
Properties=species:S:1:pos:R:3:forces:R:3:mulliken_charge:R:1
S -7.7657 0.2168 6.3046 -5.94 5.35 -3.46 0.830
S -7.2369 -1.7617 7.7006 2.90 -0.44 2.72 1.046
F -5.9351 -2.0374 8.6380 -0.49 0.46 -0.85 -0.212
F -7.4696 1.8068 6.1805 0.19 -0.84 0.33 -0.407
O -13.1994 1.9673 4.8159 1.68 0.33 0.45 -0.781
O -3.4149 -6.2009 9.5113 2.22 -2.94 0.21 -0.814
O -5.6265 -4.4252 3.2084 -0.68 1.45 -1.81 -0.699
O -9.1513 0.2693 6.8813 2.87 -1.04 -1.75 -0.484
O -10.6774 -3.1202 3.2942 0.28 0.52 0.87 -0.837
O -9.3468 3.1094 2.2463 -1.44 2.17 -0.22 -0.738
O -3.6497 -2.2735 6.2849 -1.19 -2.46 -0.32 -0.573
O -6.6605 -0.5939 11.0264 -0.05 -0.25 0.07 -0.697
O -5.4973 0.0303 2.2106 -1.39 1.89 -0.89 -0.844
O -11.0542 -2.3541 7.6261 0.92 0.76 -3.01 -0.515
O -7.5104 -0.1998 4.9528 -0.86 -0.35 0.87 -0.518
O -11.3120 2.1799 10.9578 1.08 -0.16 -0.47 -0.800
O -8.2702 -1.9520 8.6829 0.59 0.68 -1.69 -0.278
O -7.0209 -2.7183 6.6368 -0.47 1.37 0.91 -0.167
O -6.3225 -7.2473 7.0210 3.47 -1.05 -0.48 -0.771
O -7.1696 -4.3515 12.0521 -4.93 0.26 -0.57 -0.699
N -5.4770 -1.5900 3.6844 -0.02 -1.73 5.63 -0.004
N -7.8176 -5.6480 7.1632 -0.39 3.55 0.53 0.100
N -11.0012 2.1478 5.5708 1.69 3.69 -0.13 0.002
N -7.3366 2.2567 2.6227 4.46 2.11 1.56 -0.178
N -5.3306 -6.5177 3.8854 -0.29 -4.44 -1.79 -0.408
N -8.9108 0.9236 2.0268 -0.59 -2.46 -0.28 -0.248
N -8.4999 -3.0138 2.8956 1.07 0.46 -4.05 -0.258
N -12.7945 -3.2103 8.6431 -2.80 -1.15 0.22 -0.458
N -9.0851 -3.1050 4.9211 -0.23 -0.33 5.79 0.040
N -3.1765 -4.0600 9.2780 5.29 6.51 0.04 -0.149
N -12.0199 0.2542 5.6192 0.49 -3.52 1.03 -0.003
N -5.2948 -5.0227 5.3526 -0.37 2.48 2.05 -0.163
N -2.0358 -0.8729 6.7942 5.13 0.97 0.39 -0.487
N -8.3828 -1.5151 12.2107 -2.21 -4.34 0.71 -0.194
N -5.6577 -2.1261 1.6837 -0.88 -2.83 -5.11 -0.227
N -5.2313 -3.2455 11.8195 1.89 3.15 -1.21 -0.135
N -8.4404 -7.6976 6.9513 -5.50 -4.07 -0.35 -0.421
N -5.0830 -4.9690 9.0167 -5.65 1.20 -1.45 0.338
N -11.1829 0.1030 10.2233 0.87 -6.92 2.91 -0.202
N -5.3484 -4.8529 13.1574 2.10 -3.02 3.83 -0.435
N -11.3292 1.5995 8.7754 0.02 3.11 -3.36 -0.271
N -10.8457 -2.7994 9.7285 0.65 -0.38 1.90 -0.269
N -6.7260 -0.1189 7.3076 0.68 -5.00 3.77 -0.756
N -8.2012 0.5213 12.2484 -0.51 4.91 0.72 -0.307
N -4.0537 -0.1803 6.8784 -3.18 4.60 1.08 -0.060
C -11.1554 1.3486 10.0361 -2.37 4.05 1.61 0.509
C -7.6746 -0.5502 11.7218 3.02 0.38 -1.10 0.632
C -7.4706 -6.9044 7.0778 2.51 1.59 -0.17 0.685
C -12.1285 1.5141 5.2773 -3.02 0.59 -0.88 0.512
C -6.0696 -4.0867 12.3850 1.73 -0.75 -1.33 0.694
C -8.5833 2.1856 2.3158 -2.16 -1.10 -1.06 0.614
C -5.6734 -1.1433 2.5140 2.37 3.20 -1.23 0.414
C -5.5035 -5.2688 4.0633 1.31 2.48 1.71 0.347
C -3.3116 -1.1719 6.6334 1.59 -2.44 -1.20 0.530
C -3.8335 -5.1129 9.2007 -0.63 -5.01 1.67 0.505
C -9.5139 -3.0299 3.7290 -2.03 -1.06 -2.95 0.547
C -11.5638 -2.7965 8.6175 1.54 0.69 0.35 0.486
H -10.9213 3.1250 5.3284 -0.30 -0.20 -0.24 0.162
H -13.1397 -3.6207 9.4990 -0.43 -0.23 -0.68 0.163
H -11.2049 0.9426 8.0184 -0.02 0.25 0.15 0.083
H -1.2667 -1.4185 6.4324 -0.76 -0.53 -0.11 0.268
H -8.1025 -3.1469 5.1507 -0.55 0.21 -0.06 -0.035
H -5.4996 -2.3858 11.3623 -0.47 0.15 -0.14 0.036
H -10.1677 1.8201 6.0376 -0.51 -0.74 -0.16 0.149
H -11.2497 -0.6009 9.5021 0.20 0.41 0.20 0.063
H -3.5485 -3.1701 8.9782 0.35 -0.13 -0.17 0.058
H -5.7209 -5.6051 13.7192 -0.06 0.19 -0.49 0.227
H -9.7790 -3.1518 5.6536 0.27 0.15 0.28 0.020
H -5.6246 -5.7700 9.3082 -0.26 0.44 -0.20 0.163
H -5.3531 -5.7574 6.0432 0.29 0.19 0.35 0.224
H -5.4059 -6.9423 4.7987 0.04 -1.79 -0.90 0.255
H -6.9701 3.1959 2.6836 0.04 -0.33 0.29 0.177
H -11.2117 -3.0662 10.6313 0.51 0.07 -0.21 0.170
H -12.7486 -0.4355 5.5027 0.21 0.48 -0.20 0.162
H -2.1805 -4.1806 9.3949 -0.21 0.37 -0.14 0.238
H -8.9416 0.3727 12.9192 0.52 1.21 -0.14 0.101
H -7.1270 -5.0080 6.7979 -0.34 0.47 0.58 -0.281
H -5.7505 -3.0795 2.0038 0.11 0.07 -0.44 0.311
H -9.9176 -2.4547 9.5286 0.26 -0.07 0.82 0.363
H -9.2284 -1.1282 12.6048 -0.01 -1.80 0.07 0.116
H -4.3544 -3.2259 12.3202 -0.10 0.83 -0.60 0.188
H -5.0995 -4.0720 5.6318 0.02 0.01 0.31 -0.302
H -5.3929 -2.5959 3.6510 -0.04 -0.01 1.49 0.286
H -1.7202 0.0823 6.8834 -0.43 -0.07 0.14 0.115
H -5.3742 -4.0171 9.1873 -1.07 -0.49 -0.08 -0.447
H -11.5682 2.5664 8.6082 0.20 -0.28 -0.66 0.257
H -8.3046 -8.6516 6.6487 -0.07 0.28 0.29 0.258
H -8.1673 0.2738 2.2393 -0.61 -0.49 -0.46 0.004
H -13.1106 -3.3980 7.7024 -0.76 -0.18 0.47 0.305
H -6.7005 1.4788 2.7239 0.13 -0.09 -0.31 0.170
H -7.5046 -3.0430 3.0648 -0.51 0.04 0.17 0.164
H -4.3452 -4.7841 13.0627 -0.37 -0.51 0.45 0.129
H -8.8951 -2.9881 1.9665 0.95 -0.01 -0.29 0.179
H -5.8234 -1.0772 4.4827 0.34 -0.29 -0.07 0.056
H -3.6193 0.7195 7.0254 -0.45 -0.20 0.12 0.195
H -9.7392 0.6375 1.5247 0.21 0.27 0.50 0.177
H -8.7157 -5.3407 7.5086 0.32 0.19 -0.37 0.226
H -11.1478 -0.2007 11.1859 0.02 -0.15 -0.37 0.146
H -11.0837 -0.0582 5.8335 -0.25 -0.58 0.01 -0.031
H -5.5696 -6.8683 2.9688 -0.11 -0.68 0.54 0.297
H -7.7308 1.4121 12.1755 -0.44 -0.14 -0.09 0.218
H -5.0528 -0.2451 7.0113 0.11 0.03 -0.22 0.388
H -8.1597 -2.4985 12.1533 -0.17 -0.16 -0.27 0.134
H -9.3159 -7.2189 6.7952 -0.16 -0.91 -0.21 0.140
H -5.6394 -1.9256 0.6939 -0.01 -0.11 0.27 0.189
```
Forces are in eV/Å.

Summary:
Orbital gap: 8.3 eV
Charge: -1
Relative energy (zero: lowest compared OMol25 entry of this formula, charge and spin): 149.7 kcal per mole
E_HOMO: -6.60 eV